[1]
Here is a structure of composition C6H7NO from the OMol25 dataset. Energies are from ωB97M-V/def2-TZVPD.

The geometry in XYZ format:
```
15
C6H7NO ωB97M-V/def2-TZVPD
C 1.65 2.10 -0.42
C 0.92 0.94 -0.01
C 0.62 0.39 1.14
C -0.36 -0.76 -0.29
C -1.30 -1.63 -0.77
C -1.96 -2.26 0.27
H 1.77 3.13 0.47
H 0.93 2.61 -1.17
H 2.70 1.85 -0.91
H 0.60 0.81 2.12
H -1.38 -1.53 -1.83
H -2.57 -3.17 0.17
H -1.70 -1.99 1.25
N 0.20 0.19 -1.04
O -0.14 -0.70 1.02
```

Output
Energy, eV: -9869.8480
LUMO level, eV: 0.4
ΔE to the lowest compared entry with this formula, charge and spin, eV: 2.810
Gap between HOMO and LUMO, eV: 8.89
HOMO, eV: -8.532
Max |F|, eV/Å: 5.32

[2]
Here is an isolated molecule of C5H6S3 from the OMol25 dataset. Energies are from ωB97M-V/def2-TZVPD.

The geometry in XYZ format:
```
14
C5H6S3 ωB97M-V/def2-TZVPD
S -3.76 -0.09 -0.07
C -2.11 -0.10 -0.12
S -1.27 -1.41 0.39
C 0.36 -1.59 -0.52
C 1.43 -0.56 -0.32
C 1.24 0.71 0.13
C -0.02 1.45 0.60
S -1.31 1.45 -0.46
H 0.21 -1.63 -1.70
H 0.58 -2.64 -0.16
H 2.45 -0.79 -0.27
H 2.20 1.36 0.03
H 0.29 2.56 0.73
H -0.29 1.27 1.73
```

Output
Energy, eV: -37785.5593
LUMO level, eV: -0.4
ΔE to the lowest compared entry with this formula, charge and spin, eV: 2.234
Gap between HOMO and LUMO, eV: 7.85
HOMO, eV: -8.291
Max |F|, eV/Å: 5.21
SMILES string: S=C1SCC=CCS1

[3]
Here is an isolated molecule of C3H4N2OS2 from the OMol25 dataset. Energies are from ωB97M-V/def2-TZVPD.

The geometry in XYZ format:
```
12
C3H4N2OS2 ωB97M-V/def2-TZVPD
H 0.26 2.72 1.35
N -0.19 1.98 1.97
C -0.39 0.96 1.20
N -1.04 -0.19 1.62
S -0.14 0.94 -0.67
C 0.32 -0.78 -0.98
O 0.50 -1.64 -0.11
C 0.62 -0.83 -2.45
S 1.27 -2.09 -3.12
H -1.17 -0.16 2.59
H -0.48 -1.09 1.51
H 0.44 0.20 -2.91
```

Output
Energy, eV: -29872.3715
LUMO level, eV: -1.9
ΔE to the lowest compared entry with this formula, charge and spin, eV: 1.772
Gap between HOMO and LUMO, eV: 7.72
HOMO, eV: -9.604
Max |F|, eV/Å: 3.70
SMILES string: [H]/N=C(/N)SC(=O)C=S

[4]
Here is a structure of composition C47H55Cl3GeIN3O4P2Tb from the OMol25 dataset. Energies are from ωB97M-V/def2-TZVPD.

The geometry in XYZ format:
```
117
C47H55Cl3GeIN3O4P2Tb ωB97M-V/def2-TZVPD
Tb 11.73 10.67 12.53
C 9.00 14.59 13.44
O 10.19 13.95 13.88
C 10.38 14.01 15.26
C 11.84 13.69 15.62
O 12.17 12.40 15.04
C 13.28 11.83 15.75
C 14.17 11.00 14.84
O 13.40 10.01 14.10
C 13.76 8.65 14.48
H 8.78 15.47 13.98
H 8.12 13.93 13.51
H 9.18 14.85 12.41
H 9.66 13.34 15.75
H 10.19 15.05 15.63
H 11.88 13.61 16.74
H 12.58 14.42 15.20
H 12.91 11.21 16.58
H 13.84 12.64 16.24
H 14.85 10.39 15.56
H 14.80 11.60 14.18
H 13.88 8.56 15.58
H 14.68 8.34 13.90
H 12.89 8.03 14.15
C 18.76 14.82 12.71
C 18.83 15.14 14.23
P 17.12 15.19 15.01
C 17.41 14.79 16.81
C 18.31 13.76 17.18
C 18.72 13.70 18.53
C 18.21 14.59 19.50
C 17.21 15.48 19.14
C 16.82 15.53 17.82
C 16.95 16.96 15.05
C 16.13 17.70 14.21
C 16.21 19.09 14.29
C 16.99 19.76 15.23
C 17.76 19.02 16.12
C 17.78 17.63 15.95
C 18.90 13.28 12.53
P 17.82 12.43 11.34
C 18.65 10.80 11.35
C 19.53 10.39 12.31
C 20.16 9.18 12.16
C 19.82 8.34 11.07
C 18.95 8.82 10.11
C 18.36 10.06 10.24
C 18.40 13.15 9.78
C 19.62 13.79 9.72
C 20.12 14.17 8.43
C 19.28 14.09 7.33
C 18.07 13.41 7.35
C 17.63 13.01 8.59
H 19.55 15.35 12.23
H 17.90 15.22 12.16
H 19.34 16.07 14.46
H 19.33 14.33 14.76
H 18.76 13.26 16.31
H 19.50 13.02 18.88
H 18.63 14.57 20.51
H 16.72 16.15 19.81
H 16.12 16.31 17.50
H 15.46 17.21 13.51
H 15.73 19.63 13.47
H 16.94 20.82 15.35
H 18.32 19.51 16.90
H 18.54 17.05 16.47
H 18.63 12.87 13.51
H 19.96 12.94 12.46
H 19.78 11.10 13.06
H 20.94 8.89 12.79
H 20.33 7.39 10.90
H 18.73 8.28 9.13
H 17.68 10.45 9.44
H 20.15 13.91 10.65
H 21.10 14.69 8.34
H 19.66 14.44 6.35
H 17.48 13.17 6.47
H 16.65 12.54 8.68
C 8.84 10.95 10.81
N 10.15 11.56 11.12
C 10.52 12.70 10.49
C 11.71 13.38 10.87
C 12.27 14.60 10.40
C 13.47 14.79 11.06
C 13.60 13.71 11.93
N 12.53 12.87 11.88
C 8.55 10.76 9.36
C 7.25 11.00 8.88
C 7.05 11.00 7.52
C 8.04 10.60 6.59
C 9.26 10.19 7.14
C 9.52 10.26 8.47
H 8.07 11.64 11.23
H 8.82 10.00 11.38
H 10.13 13.07 9.55
H 11.89 15.27 9.61
H 14.12 15.65 10.99
H 14.45 13.46 12.60
H 6.49 11.15 9.64
H 6.06 11.28 7.16
H 7.90 10.68 5.54
H 10.07 9.76 6.52
H 10.49 9.95 8.86
N 8.76 10.58 15.71
C 9.65 9.71 15.29
O 10.20 9.78 14.15
C 9.96 8.60 16.25
I 10.87 9.15 18.32
H 8.24 11.08 14.98
H 8.32 10.50 16.61
H 10.59 7.89 15.80
H 9.02 8.07 16.57
Cl 13.78 10.28 10.82
Ge 13.42 8.01 10.11
Cl 11.30 8.08 11.48
Cl 12.71 8.14 8.08
```

Output
Energy, eV: -205474.6053
Total charge: +2
Multiplicity: 8
LUMO level (alpha / beta), eV: -5.3 / -8.6
Gap between HOMO and LUMO (alpha / beta), eV: 6.58 / 3.29
HOMO (alpha / beta), eV: -11.890 / -11.872
Max |F|, eV/Å: 3.31
⟨S²⟩: 16.369

[5]
Here is a cluster of 2 separate species, C6H13NO in total from the OMol25 dataset. Energies are from ωB97M-V/def2-TZVPD.

The geometry in XYZ format:
```
21
C6H13NO ωB97M-V/def2-TZVPD
C -0.96 -1.84 -2.30
N -0.55 -0.68 -1.84
C 0.58 -0.55 -0.97
C 0.61 -1.09 0.25
C 1.61 -0.64 1.40
C 0.89 0.27 2.41
C 0.64 1.75 2.05
H -0.76 -2.84 -2.04
H -1.85 -1.69 -2.87
H 1.23 0.11 -1.51
H -0.16 -1.80 0.62
H 2.45 -0.23 0.97
H 2.00 -1.48 2.06
H 1.41 0.26 3.48
H -0.16 -0.06 2.74
H -0.01 2.17 2.82
H 1.50 2.48 2.09
H 0.08 1.83 1.09
O -2.29 1.89 -1.40
H -2.17 0.98 -1.32
H -1.61 2.47 -1.01
```

Output
Energy, eV: -9967.8154
LUMO level, eV: 0.8
ΔE to the lowest compared entry with this formula, charge and spin, eV: 3.359
Gap between HOMO and LUMO, eV: 9.98
HOMO, eV: -9.190
Max |F|, eV/Å: 4.14
SMILES string: C=N/C=C/CCC.O

[6]
Here is a cluster of 2 separate species, C10H11NO2S in total from the OMol25 dataset. Energies are from ωB97M-V/def2-TZVPD.

The geometry in XYZ format:
```
25
C10H11NO2S ωB97M-V/def2-TZVPD
C 2.36 0.86 2.58
C 1.16 0.42 2.35
C 0.96 -0.48 1.15
C -0.20 -0.57 0.44
S -0.11 -1.70 -0.78
C 1.53 -2.10 -0.41
C 2.25 -3.05 -1.30
O 2.16 -2.99 -2.48
O 3.02 -3.99 -0.68
C 1.94 -1.37 0.72
H 3.25 0.43 2.17
H 2.45 1.41 3.52
H 0.31 0.77 2.87
H -1.18 -0.16 0.58
H 3.32 -3.80 0.26
H 2.97 -1.30 0.90
C -3.09 1.62 -0.60
C -1.94 1.57 -1.18
N -0.75 1.56 -1.49
C -0.14 1.73 -2.75
H -3.85 0.80 -0.39
H -3.74 2.55 -0.42
H 0.43 0.78 -2.74
H -0.71 1.99 -3.69
H 0.47 2.58 -2.74
```

Output
Energy, eV: -26965.0472
LUMO level, eV: 0.5
ΔE to the lowest compared entry with this formula, charge and spin, eV: 2.336
Gap between HOMO and LUMO, eV: 9.21
HOMO, eV: -8.681
Max |F|, eV/Å: 4.76
SMILES string: C=Cc1csc(C(=O)O)c1.C=C=NC

[7]
Here is an isolated molecule of C3H5N3OS from the OMol25 dataset. Energies are from ωB97M-V/def2-TZVPD.

The geometry in XYZ format:
```
13
C3H5N3OS ωB97M-V/def2-TZVPD
C 2.65 0.03 -0.05
N 1.44 -0.75 -0.16
C 0.30 -0.29 -0.16
N -0.94 -0.84 -0.20
C -1.94 0.13 -0.03
S -3.63 -0.28 -0.17
N -1.39 1.31 -0.17
O -0.04 1.08 -0.18
H 2.49 0.61 0.81
H 2.74 0.64 -0.95
H 3.47 -0.66 0.12
H -1.08 -1.89 0.32
H -4.06 0.92 0.82
```

Output
Energy, eV: -20541.8033
LUMO level, eV: -0.1
ΔE to the lowest compared entry with this formula, charge and spin, eV: 3.856
Gap between HOMO and LUMO, eV: 8.57
HOMO, eV: -8.661
Max |F|, eV/Å: 7.11
SMILES string: C/N=c1/[nH]c(S)no1

[8]
Here is a structure of composition C9H10N7O2PdS6 from the OMol25 dataset. Energies are from ωB97M-V/def2-TZVPD.

The geometry in XYZ format:
```
35
C9H10N7O2PdS6 ωB97M-V/def2-TZVPD
Pd 0.58 -0.32 0.41
N 1.70 2.00 -0.89
N 0.68 2.95 -0.88
C -0.38 2.80 -0.05
N -1.41 3.62 -0.27
N -0.31 1.85 0.89
N -1.30 1.82 1.83
O -1.35 0.79 2.48
O -2.00 2.81 2.08
H 2.59 2.45 -1.04
H 1.47 1.28 -1.58
H 0.40 3.31 -1.79
H -1.49 4.10 -1.15
H -2.18 3.60 0.38
S 7.53 -2.32 0.19
C 5.93 -1.95 0.30
S 4.73 -2.55 -0.78
C 3.32 -1.76 -0.08
C 3.59 -0.95 1.02
S 2.46 -0.08 1.91
S 5.28 -0.90 1.50
S 1.81 -2.06 -0.75
C -1.55 -2.45 1.30
C -2.15 -1.77 0.11
C -3.44 -2.06 -0.29
C -3.91 -1.35 -1.39
N -3.19 -0.47 -2.06
C -1.92 -0.25 -1.63
S -0.96 0.85 -2.52
N -1.40 -0.87 -0.53
H -2.11 -3.35 1.56
H -1.55 -1.77 2.16
H -0.50 -2.71 1.11
H -4.05 -2.78 0.22
H -4.92 -1.51 -1.76
```

Output
Energy, eV: -92512.0021
Total charge: -1
Multiplicity: 3
LUMO level (alpha / beta), eV: 2.4 / 1.0
Gap between HOMO and LUMO (alpha / beta), eV: 6.48 / 5.69
HOMO (alpha / beta), eV: -4.123 / -4.670
Max |F|, eV/Å: 0.55
⟨S²⟩: 2.025